Record 1
Molecular formula: C39H74BN2O11
Method: DFT, ωB97M-V/def2-TZVPD

Calculated values
total energy	-2492.4442	Ha
total charge	-1
E_HOMO	-4.350	eV

Last column: Löwdin charge in e.
Element x y z (Å)
N  -1.727  0.783  -2.925  0.087
C  -1.202  -0.367  -2.909  -0.209
C  -0.301  -0.824  -4.013  -0.111
C  0.070  -2.308  -4.030  -0.323
O  -1.140  -2.995  -3.981  -0.094
B  -1.226  -3.797  -2.685  -0.578
O  -0.186  -3.108  -1.854  -0.083
C  0.797  -2.896  -2.808  -0.382
C  2.092  -2.326  -2.297  -0.106
C  1.997  -0.918  -1.709  -0.183
C  2.811  0.161  -2.400  -0.155
C  2.759  1.441  -1.562  -0.126
N  1.472  1.530  -0.922  -0.139
C  0.373  2.006  -1.530  -0.127
C  -0.624  1.853  -0.672  -0.130
C  -0.144  1.272  0.479  -0.087
C  1.175  1.110  0.300  -0.140
H  -1.430  1.217  -3.804  0.056
H  -1.393  -0.985  -2.052  0.115
H  -0.840  -0.644  -4.934  0.115
H  0.557  -0.154  -4.028  0.094
H  0.651  -2.437  -4.949  0.139
H  -0.964  -4.981  -2.915  0.062
H  -2.334  -3.560  -2.197  0.060
H  1.065  -3.909  -3.152  0.133
H  2.824  -2.367  -3.094  0.114
H  2.417  -2.979  -1.500  0.093
H  2.355  -0.951  -0.688  0.088
H  0.960  -0.629  -1.635  0.098
H  2.390  0.355  -3.377  0.094
H  3.839  -0.173  -2.462  0.110
H  3.554  1.464  -0.833  0.118
H  2.907  2.274  -2.233  0.109
H  0.349  2.399  -2.516  0.119
H  -1.643  2.118  -0.838  0.070
H  -0.679  0.983  1.345  0.067
H  1.911  0.667  0.931  0.114
C  3.393  -3.279  1.383  -0.013
C  4.630  -2.418  1.459  -0.492
O  4.570  -1.215  1.339  0.047
C  5.942  -3.125  1.692  -0.032
H  2.524  -2.648  1.212  0.067
H  3.481  -3.988  0.559  0.087
H  3.258  -3.821  2.321  0.087
H  6.131  -3.826  0.877  0.085
H  5.911  -3.662  2.641  0.082
H  6.747  -2.398  1.730  0.070
C  -4.083  3.106  -2.136  -0.025
C  -4.551  4.394  -2.746  -0.499
O  -3.793  5.286  -3.060  0.047
C  -6.044  4.535  -2.955  -0.028
H  -3.002  3.116  -2.035  0.054
H  -4.530  2.995  -1.149  0.050
H  -4.363  2.265  -2.772  0.091
H  -6.559  4.457  -1.996  0.069
H  -6.403  3.750  -3.623  0.082
H  -6.260  5.505  -3.400  0.072
C  5.097  0.175  4.386  -0.011
C  6.336  -0.553  4.841  -0.491
O  6.877  -1.391  4.158  0.068
C  6.881  -0.186  6.204  -0.029
H  4.811  -0.174  3.397  0.056
H  4.277  -0.012  5.082  0.089
H  5.291  1.248  4.338  0.087
H  6.133  -0.388  6.972  0.082
H  7.146  0.872  6.228  0.081
H  7.770  -0.778  6.411  0.077
C  -2.909  -2.802  1.333  -0.013
C  -1.977  -1.689  1.738  -0.488
O  -2.329  -0.536  1.857  0.045
C  -0.540  -2.084  1.980  -0.021
H  -3.911  -2.409  1.172  0.081
H  -2.555  -3.257  0.407  0.078
H  -2.949  -3.561  2.116  0.084
H  -0.115  -2.513  1.070  0.081
H  -0.485  -2.816  2.788  0.081
H  0.036  -1.204  2.256  0.068
C  5.976  4.633  -1.845  -0.034
C  5.539  4.531  -3.286  -0.503
O  5.352  3.464  -3.818  0.066
C  5.344  5.832  -4.030  -0.023
H  6.075  3.631  -1.431  0.083
H  6.934  5.144  -1.778  0.066
H  5.231  5.184  -1.269  0.083
H  6.280  6.393  -4.053  0.083
H  4.576  6.432  -3.539  0.084
H  5.030  5.621  -5.049  0.078
C  -6.092  -5.229  -0.541  -0.027
C  -4.737  -5.888  -0.606  -0.501
O  -4.065  -6.053  0.385  0.055
C  -4.254  -6.334  -1.966  -0.027
H  -6.314  -4.963  0.486  0.041
H  -6.094  -4.325  -1.155  0.090
H  -6.859  -5.918  -0.901  0.081
H  -4.181  -5.477  -2.637  0.081
H  -4.946  -7.066  -2.387  0.075
H  -3.271  -6.788  -1.871  0.081
C  6.604  6.436  1.434  -0.015
C  7.357  7.398  0.547  -0.495
O  7.573  7.156  -0.617  0.063
C  7.831  8.684  1.184  -0.026
H  6.322  5.557  0.862  0.064
H  7.235  6.126  2.269  0.087
H  5.701  6.911  1.821  0.090
H  8.511  8.464  2.008  0.083
H  6.979  9.251  1.560  0.084
H  8.355  9.283  0.443  0.079
C  -6.655  2.690  2.567  -0.021
C  -5.922  3.392  1.452  -0.481
O  -5.936  2.976  0.316  0.056
C  -5.160  4.644  1.815  -0.014
H  -7.157  1.814  2.175  0.080
H  -5.953  2.377  3.340  0.088
H  -7.399  3.359  3.003  0.082
H  -4.394  4.411  2.556  0.088
H  -5.844  5.393  2.220  0.082
H  -4.679  5.046  0.926  0.081
C  -7.410  -6.696  4.186  -0.022
C  -7.962  -6.296  2.839  -0.488
O  -7.449  -5.424  2.181  0.066
C  -9.184  -7.039  2.350  -0.023
H  -6.537  -6.088  4.412  0.083
H  -8.163  -6.540  4.960  0.081
H  -7.116  -7.746  4.173  0.084
H  -10.011  -6.898  3.048  0.081
H  -8.964  -8.104  2.262  0.083
H  -9.474  -6.655  1.375  0.080

Record 2
Molecular formula: C39H75ClN4O10P
Method: DFT, ωB97M-V/def2-TZVPD

Calculated values
total energy	-3302.8307	Ha
total charge	+1
E_HOMO	-10.020	eV

Last column: Löwdin charge in e.
Element x y z (Å)
C  -4.282  5.485  6.471  -0.109
C  -3.327  5.558  5.121  -0.249
O  -3.108  4.213  4.549  -0.221
C  -2.075  3.550  5.359  -0.232
C  -1.320  2.373  4.441  -0.158
C  -0.310  1.592  5.521  -0.220
C  0.187  0.141  4.935  -0.158
C  1.752  -0.151  5.431  -0.137
N  2.692  -0.303  4.215  -0.086
C  3.282  0.975  3.688  -0.117
C  4.727  1.401  4.414  -0.106
C  6.060  1.836  3.524  -0.056
C  7.503  2.303  4.146  -0.059
C  7.670  2.346  5.776  -0.022
C  6.377  1.938  6.753  -0.154
C  6.608  2.055  8.390  -0.123
C  4.930  1.463  6.063  0.018
C  2.834  -1.573  3.739  -0.128
N  2.173  -2.838  4.289  0.094
C  2.536  -4.051  3.463  -0.265
P  1.986  -5.878  3.622  0.650
O  0.227  -5.833  3.691  -0.372
Cl  2.624  -6.689  5.480  0.216
N  3.462  -3.373  2.438  -0.081
C  4.000  -4.348  1.415  -0.164
C  5.057  -5.458  1.993  -0.162
C  5.778  -5.068  3.411  -0.209
O  6.854  -6.039  3.665  -0.245
C  6.340  -7.362  4.050  -0.124
N  3.676  -1.982  2.569  0.009
C  4.599  -1.282  1.615  -0.122
C  3.758  -0.984  0.223  -0.168
C  4.240  0.473  -0.402  -0.206
C  3.644  0.500  -1.958  -0.158
C  2.004  0.248  -1.955  -0.217
O  1.670  -1.160  -2.223  -0.253
C  0.606  -1.663  -1.339  -0.125
H  -4.930  4.501  6.442  0.092
H  -3.690  5.569  7.477  0.077
H  -5.017  6.399  6.401  0.079
H  -2.322  6.125  5.327  0.121
H  -3.943  6.172  4.307  0.133
H  -1.204  4.258  5.720  0.132
H  -2.531  3.047  6.315  0.127
H  -2.087  1.647  3.934  0.123
H  -0.609  2.921  3.676  0.118
H  -0.910  1.460  6.544  0.125
H  0.550  2.354  5.751  0.107
H  -0.458  -0.721  5.398  0.121
H  0.230  0.094  3.752  0.124
H  1.840  -1.037  6.190  0.135
H  2.084  0.823  6.000  0.099
H  3.343  1.044  2.503  0.121
H  2.532  1.850  4.002  0.146
H  5.902  1.807  2.340  0.077
H  8.355  2.571  3.359  0.100
H  8.711  2.706  6.198  0.099
H  5.741  1.571  9.012  0.079
H  7.690  1.717  8.734  0.093
H  6.564  3.224  8.625  0.095
H  4.067  1.218  6.816  0.076
H  -0.120  -5.234  2.956  0.079
H  3.059  -4.945  0.996  0.132
H  4.487  -3.830  0.472  0.123
H  5.918  -5.673  1.203  0.141
H  4.454  -6.485  2.073  0.099
H  4.962  -5.250  4.262  0.094
H  6.125  -3.945  3.497  0.143
H  6.909  -8.230  3.460  0.119
H  6.499  -7.547  5.219  0.115
H  5.197  -7.528  3.857  0.065
H  5.104  -0.303  2.010  0.103
H  5.497  -1.998  1.291  0.148
H  4.066  -1.792  -0.598  0.128
H  2.621  -1.035  0.491  0.105
H  5.415  0.593  -0.418  0.125
H  3.824  1.339  0.268  0.101
H  4.239  -0.329  -2.551  0.129
H  3.924  1.551  -2.390  0.116
H  1.556  0.886  -2.858  0.140
H  1.613  0.666  -0.933  0.120
H  0.515  -1.114  -0.309  0.088
H  0.855  -2.798  -1.085  0.100
H  -0.388  -1.671  -1.972  0.108
C  -5.950  -2.373  -2.079  -0.114
O  -4.926  -1.557  -2.620  -0.212
C  -5.259  -1.011  -3.898  -0.178
C  -4.913  0.481  -3.975  -0.165
O  -5.713  1.339  -3.156  -0.124
C  -5.547  1.226  -1.736  -0.166
C  -4.173  1.652  -1.203  -0.179
O  -3.168  0.706  -1.569  -0.210
C  -1.965  1.311  -2.015  -0.117
H  -5.915  -3.365  -2.538  0.087
H  -5.777  -2.465  -1.005  0.087
H  -6.942  -1.928  -2.223  0.088
H  -6.326  -1.145  -4.128  0.125
H  -4.671  -1.554  -4.644  0.125
H  -5.098  0.805  -5.004  0.115
H  -3.852  0.658  -3.801  0.108
H  -5.821  0.228  -1.397  0.107
H  -6.292  1.903  -1.303  0.129
H  -4.205  1.677  -0.108  0.124
H  -3.936  2.656  -1.569  0.123
H  -2.160  2.147  -2.694  0.090
H  -1.394  0.559  -2.567  0.075
H  -1.378  1.648  -1.157  0.082
C  -4.879  3.059  -7.528  -0.112
O  -5.012  1.760  -8.078  -0.213
C  -6.372  1.368  -8.271  -0.182
C  -6.579  0.730  -9.651  -0.170
O  -6.447  1.620  -10.764  -0.124
C  -5.137  2.133  -11.037  -0.168
C  -4.106  1.088  -11.484  -0.182
O  -3.735  0.240  -10.396  -0.211
C  -3.657  -1.130  -10.756  -0.114
H  -5.047  3.023  -6.448  0.079
H  -3.863  3.406  -7.725  0.089
H  -5.573  3.768  -7.993  0.089
H  -7.057  2.222  -8.164  0.126
H  -6.610  0.632  -7.497  0.118
H  -7.610  0.366  -9.689  0.127
H  -5.954  -0.152  -9.784  0.106
H  -4.774  2.725  -10.197  0.106
H  -5.268  2.840  -11.865  0.127
H  -3.195  1.601  -11.815  0.125
H  -4.509  0.515  -12.324  0.122
H  -4.501  -1.432  -11.383  0.086
H  -3.694  -1.722  -9.837  0.089
H  -2.713  -1.326  -11.270  0.086

Record 3
Molecular formula: C39H75F5O27
Method: DFT, ωB97M-V/def2-TZVPD

Calculated values
total energy	-4061.5950	Ha
ΔE to the lowest compared entry with this formula, charge and spin	0.00	kJ/mol
structure (SMILES)	O=C1OC[C@@H](F)O1.O=C1OC[C@@H](F)O1.O=C1OC[C@@H](F)O1.O=C1OC[C@@H](F)O1.O=C1OC[C@@H](F)O1.COCCOC.COCCOC.COCCOC.COCCOC.COCCOC.COCCOC
E_HOMO	-9.304	eV

Last column: Löwdin charge in e.
Element x y z (Å)
O  -3.970  -4.084  1.980  0.179
C  -3.954  -3.198  2.757  -0.588
O  -5.019  -2.776  3.438  0.093
C  -4.680  -1.656  4.244  -0.046
C  -3.210  -1.504  4.024  -0.289
F  -2.453  -1.935  5.095  0.053
O  -2.918  -2.347  2.948  0.092
H  -5.174  -0.766  3.840  0.130
H  -5.008  -1.807  5.286  0.153
H  -2.906  -0.506  3.663  0.157
O  3.980  -3.378  1.007  0.204
C  3.108  -4.101  0.757  -0.561
O  2.091  -4.319  1.559  0.073
C  1.390  -5.457  1.153  -0.068
C  1.839  -5.635  -0.257  -0.315
F  0.991  -4.988  -1.077  0.081
O  3.110  -5.014  -0.294  0.142
H  1.676  -6.298  1.724  0.135
H  0.320  -5.316  1.194  0.144
H  1.921  -6.645  -0.620  0.166
O  1.339  1.959  3.713  0.164
C  2.397  2.223  3.249  -0.553
O  2.578  2.601  1.989  0.066
C  4.025  2.721  1.688  0.011
C  4.619  2.646  3.111  -0.279
F  5.167  3.861  3.608  0.010
O  3.616  2.204  3.946  0.124
H  4.367  1.866  1.102  0.119
H  4.170  3.682  1.223  0.133
H  5.493  1.973  3.113  0.168
O  4.038  5.124  -1.693  0.194
C  3.593  4.054  -1.847  -0.540
O  3.171  3.201  -0.875  0.050
C  2.762  1.997  -1.432  -0.084
C  2.748  2.277  -2.891  -0.292
F  1.452  2.375  -3.366  0.036
O  3.290  3.533  -3.067  0.142
H  3.467  1.217  -1.155  0.124
H  1.784  1.656  -1.078  0.123
H  3.258  1.648  -3.603  0.171
O  2.089  -1.155  -1.086  0.138
C  1.232  -1.082  -0.222  -0.436
O  1.024  0.118  0.526  0.014
C  -0.169  0.011  1.287  -0.073
C  -0.780  -1.302  0.804  -0.259
F  -1.705  -0.982  -0.157  0.056
O  0.237  -1.968  0.058  0.111
H  -0.100  0.063  2.388  0.144
H  -0.851  0.712  0.883  0.093
H  -1.083  -2.102  1.575  0.171
C  -1.888  5.594  2.118  -0.055
O  -2.047  4.149  2.010  -0.219
C  -1.033  3.546  1.282  -0.210
C  -0.638  4.037  -0.087  -0.195
O  -1.794  4.147  -0.895  -0.190
C  -1.497  4.763  -2.141  -0.075
H  -0.895  5.866  2.465  0.087
H  -2.602  5.887  2.898  0.087
H  -2.149  6.133  1.174  0.099
H  -1.349  2.479  1.256  0.112
H  -0.200  3.566  1.990  0.122
H  0.018  3.259  -0.531  0.130
H  -0.149  4.992  -0.150  0.112
H  -2.384  5.240  -2.382  0.066
H  -1.238  3.977  -2.856  0.091
H  -0.758  5.513  -1.965  0.080
C  -3.381  2.376  4.187  -0.121
O  -3.537  1.563  3.079  -0.206
C  -4.462  2.088  2.171  -0.196
C  -4.545  1.129  0.982  -0.204
O  -5.177  -0.015  1.460  -0.191
C  -5.412  -0.949  0.391  -0.053
H  -2.490  2.093  4.803  0.112
H  -4.279  2.318  4.831  0.092
H  -3.336  3.424  3.906  0.070
H  -4.077  3.064  1.803  0.126
H  -5.445  2.239  2.572  0.125
H  -3.544  0.904  0.515  0.134
H  -5.178  1.594  0.197  0.124
H  -5.828  -0.472  -0.514  0.062
H  -6.051  -1.769  0.722  0.097
H  -4.418  -1.304  0.071  0.091
C  6.772  3.765  -3.209  -0.099
O  6.509  2.400  -2.882  -0.185
C  7.227  2.061  -1.726  -0.220
C  7.004  0.660  -1.214  -0.223
O  5.817  0.587  -0.538  -0.192
C  5.498  -0.694  -0.170  -0.127
H  6.782  4.378  -2.279  0.094
H  6.048  4.087  -4.001  0.110
H  7.792  3.857  -3.552  0.075
H  6.890  2.754  -0.988  0.109
H  8.289  2.303  -1.922  0.135
H  7.847  0.462  -0.504  0.143
H  7.082  -0.054  -2.036  0.137
H  4.716  -0.675  0.570  0.072
H  6.349  -1.246  0.238  0.094
H  5.294  -1.324  -1.049  0.106
C  -2.542  0.810  -4.719  -0.129
O  -3.868  1.060  -4.376  -0.179
C  -3.944  2.024  -3.318  -0.209
C  -5.359  2.177  -2.931  -0.209
O  -5.897  0.977  -2.391  -0.211
C  -7.262  1.018  -2.224  -0.147
H  -2.567  -0.093  -5.374  0.104
H  -1.959  0.671  -3.797  0.079
H  -2.079  1.675  -5.273  0.099
H  -3.494  2.927  -3.742  0.121
H  -3.332  1.780  -2.437  0.126
H  -5.925  2.431  -3.813  0.119
H  -5.503  3.018  -2.182  0.147
H  -7.765  1.189  -3.217  0.103
H  -7.624  1.805  -1.497  0.106
H  -7.492  0.005  -1.892  0.084
C  -1.000  -5.578  3.967  -0.081
O  0.201  -4.891  3.690  -0.201
C  0.141  -3.581  4.148  -0.198
C  1.523  -2.977  4.050  -0.177
O  1.621  -1.979  3.029  -0.201
C  2.738  -1.105  3.259  -0.061
H  -1.023  -5.741  5.047  0.089
H  -0.889  -6.605  3.557  0.103
H  -1.918  -5.083  3.667  0.077
H  -0.306  -3.529  5.119  0.119
H  -0.353  -3.001  3.373  0.108
H  2.206  -3.803  3.802  0.124
H  1.930  -2.576  5.012  0.138
H  3.608  -1.684  3.411  0.085
H  2.476  -0.412  4.038  0.080
H  2.772  -0.532  2.323  0.083
C  1.214  -1.309  -4.990  -0.135
O  0.291  -2.318  -5.116  -0.186
C  -0.128  -2.859  -3.858  -0.196
C  -0.816  -4.156  -4.135  -0.211
O  0.239  -5.092  -4.397  -0.183
C  -0.328  -6.269  -4.944  -0.115
H  1.440  -0.850  -5.912  0.070
H  2.138  -1.792  -4.538  0.117
H  0.816  -0.499  -4.376  0.074
H  -0.773  -2.073  -3.337  0.145
H  0.713  -3.121  -3.204  0.117
H  -1.436  -4.019  -5.031  0.121
H  -1.446  -4.575  -3.342  0.131
H  -1.024  -5.911  -5.785  0.108
H  -0.949  -6.854  -4.267  0.083
H  0.416  -6.850  -5.391  0.061

Frontier orbital gap (computed, eV): 6.2 5.9 9.9